Density functional theory data (ωB97M-V with the def2-TZVPD basis set) for 8 unconnected molecules or ions with the total composition C24H56N8O8.

Output
calculated total energy = -1987.7282 Eh
HOMO energy (alpha / beta) = -10.6 / -10.6 eV
⟨S²⟩ = 0.76

```
! wB97M-V def2-TZVPD RIJCOSX def2/J DEFGRID3
* xyz 1 2
C 1.431 5.845 2.997
C 2.688 6.666 3.117
O 3.868 6.207 3.125
N 2.434 7.967 3.261
C 3.489 8.933 3.473
H 1.658 4.781 3.052
H 1.033 5.912 1.985
H 0.605 6.245 3.586
H 1.471 8.249 3.153
H 3.136 9.694 4.169
H 3.784 9.546 2.621
H 4.438 8.571 3.867
C 1.272 4.757 6.312
C 0.777 3.530 5.614
O -0.393 3.384 5.463
N 1.772 2.663 5.459
C 1.735 1.442 4.708
H 1.593 5.365 5.466
H 2.065 4.668 7.055
H 0.410 5.192 6.817
H 2.661 3.143 5.491
H 2.800 1.224 4.640
H 1.376 1.612 3.693
H 1.165 0.644 5.186
C -0.641 3.469 0.816
C 0.473 2.437 0.722
O 1.554 2.753 1.324
N 0.213 1.300 0.054
C 1.060 0.220 0.006
H -1.027 3.323 1.825
H -1.422 3.205 0.104
H -0.256 4.489 0.814
H -0.593 1.378 -0.549
H 1.517 -0.127 0.932
H 1.833 0.380 -0.745
H 0.399 -0.589 -0.303
C 0.002 -7.118 -0.684
C -0.147 -6.037 0.353
O 0.481 -6.139 1.355
N -0.814 -4.935 0.032
C -1.012 -3.765 0.878
H 0.652 -7.915 -0.324
H 0.567 -6.851 -1.577
H -0.984 -7.580 -0.734
H -0.955 -4.808 -0.960
H -2.003 -3.791 1.333
H -0.767 -2.995 0.146
H -0.318 -3.608 1.703
C -0.455 -2.809 -3.144
C -1.458 -3.927 -3.527
O -2.332 -4.336 -2.757
N -1.221 -4.474 -4.718
C -2.032 -5.411 -5.447
H -0.867 -2.496 -2.184
H -0.363 -2.124 -3.987
H 0.588 -3.056 -2.951
H -0.535 -4.007 -5.294
H -1.624 -6.388 -5.708
H -2.431 -4.932 -6.341
H -3.033 -5.568 -5.047
C -2.845 1.332 -3.965
C -1.406 1.515 -3.408
O -1.269 1.449 -2.215
N -0.431 1.827 -4.257
C 0.931 2.091 -3.859
H -2.976 0.326 -4.363
H -3.034 2.045 -4.768
H -3.653 1.429 -3.239
H -0.525 1.426 -5.180
H 1.344 1.309 -3.223
H 0.991 3.005 -3.268
H 1.537 2.187 -4.761
C 3.151 -2.002 -1.215
C 3.238 -3.271 -0.469
O 3.119 -4.311 -1.105
N 3.222 -3.173 0.891
C 3.066 -4.251 1.809
H 3.960 -2.039 -1.944
H 3.388 -1.204 -0.512
H 2.145 -1.832 -1.600
H 3.367 -2.284 1.347
H 2.378 -3.976 2.609
H 4.046 -4.357 2.275
H 2.830 -5.210 1.347
C -5.580 -2.432 -2.665
C -5.253 -1.146 -1.794
O -6.014 -0.220 -1.698
N -4.130 -1.222 -1.164
C -3.664 -0.175 -0.213
H -4.652 -2.864 -3.040
H -6.449 -2.254 -3.298
H -5.970 -3.157 -1.950
H -3.685 -2.128 -1.123
H -3.451 -0.687 0.726
H -4.356 0.625 0.049
H -2.688 0.224 -0.487
*
```


Density functional theory data (ωB97M-V with the def2-TZVPD basis set) for a molecular structure, C3H6O3Rb.

Output
calculated total energy = -367.5229 Eh
HOMO energy = -14.4 eV

```
! wB97M-V def2-TZVPD RIJCOSX def2/J DEFGRID3
* xyz 1 1
Rb -1.104 2.812 -2.500
C 1.560 0.751 1.756
O 0.988 -0.353 1.047
C 0.263 -0.181 -0.049
O -0.015 0.886 -0.539
O -0.221 -1.367 -0.371
C -1.420 -1.411 -1.140
H 1.976 0.440 2.714
H 0.853 1.522 2.063
H 2.345 1.207 1.152
H -1.346 -0.676 -1.941
H -2.349 -1.235 -0.597
H -1.529 -2.395 -1.596
*
```


Density functional theory data (ωB97M-V with the def2-TZVPD basis set) for a molecular structure, C52H49AsN8O3RhSe.

Output
calculated total energy = -7422.2666 Eh
HOMO energy (alpha / beta) = -7.4 / -10.5 eV
⟨S²⟩ = 6.07

```
! wB97M-V def2-TZVPD RIJCOSX def2/J DEFGRID3
* xyz 1 5
Rh -0.534 1.080 1.071
Se -2.635 8.397 1.604
N -2.066 7.210 2.802
C -1.900 6.086 2.168
C -1.451 4.847 2.812
C -1.294 4.699 4.164
C -0.914 3.450 4.687
C -0.661 2.416 3.818
N -0.768 2.539 2.488
C -1.220 3.733 1.963
C -1.517 3.742 0.599
N -1.335 2.549 -0.092
C -1.821 2.467 -1.349
C -2.388 3.521 -2.011
C -2.494 4.770 -1.352
C -2.072 4.876 -0.057
C -2.206 6.100 0.746
N -2.611 7.234 0.256
H -1.481 5.547 4.812
H -0.802 3.292 5.749
H -0.332 1.454 4.181
H -1.752 1.507 -1.836
H -2.747 3.382 -3.021
H -2.928 5.633 -1.841
C 1.136 -0.960 5.541
C 1.462 -0.900 4.060
C 2.625 -1.836 3.725
O 1.786 0.447 3.771
C 0.243 -1.400 3.260
O -0.268 -2.469 3.523
O -0.194 -0.647 2.258
H 2.047 -0.799 6.119
H 0.713 -1.930 5.790
H 0.422 -0.179 5.810
H 3.527 -1.465 4.214
H 2.810 -1.881 2.648
H 2.411 -2.844 4.076
H 2.143 0.527 2.880
N 5.788 0.854 -2.631
C 6.687 1.385 -3.536
C 7.688 0.810 -4.318
C 8.392 1.665 -5.138
C 8.111 3.045 -5.184
C 7.117 3.602 -4.411
C 6.392 2.751 -3.573
N 5.346 3.038 -2.710
C 5.025 1.898 -2.173
C 3.934 1.748 -1.199
C 3.142 2.853 -0.903
C 2.088 2.709 -0.025
N 1.769 1.544 0.547
C 2.550 0.497 0.294
C 3.640 0.551 -0.556
H 5.723 -0.108 -2.356
H 7.910 -0.250 -4.282
H 9.181 1.268 -5.764
H 8.694 3.676 -5.843
H 6.900 4.663 -4.436
H 3.364 3.805 -1.364
H 1.447 3.549 0.217
H 2.287 -0.423 0.794
H 4.232 -0.344 -0.704
C -0.187 -7.758 0.509
C -0.500 -6.289 0.590
C -1.689 -5.835 1.145
C -1.997 -4.486 1.228
C -3.248 -4.068 1.959
C -1.086 -3.566 0.678
As -1.626 -1.726 0.819
N -0.627 -0.488 -0.223
C -0.262 -0.648 -1.516
C -0.499 -1.834 -2.257
C -0.070 -1.955 -3.557
C 0.620 -0.907 -4.171
C 0.873 0.268 -3.462
C 0.441 0.404 -2.163
C -3.389 -1.366 -0.003
C -3.960 -2.043 -1.088
C -3.536 -3.379 -1.655
C -5.087 -1.472 -1.685
C -5.672 -0.306 -1.226
C -6.873 0.292 -1.907
C -5.138 0.284 -0.082
C -4.023 -0.231 0.551
C -3.590 0.406 1.852
C 0.174 -3.983 0.221
C 1.271 -3.024 -0.153
C 0.427 -5.345 0.159
H -1.012 -8.364 0.880
H 0.701 -7.994 1.098
H 0.019 -8.053 -0.521
H -2.393 -6.553 1.553
H -3.760 -4.941 2.358
H -3.952 -3.533 1.322
H -2.996 -3.419 2.802
H -0.995 -2.664 -1.781
H -0.262 -2.873 -4.100
H 0.960 -1.006 -5.195
H 1.410 1.084 -3.931
H 0.620 1.323 -1.626
H -2.698 -3.838 -1.142
H -3.292 -3.285 -2.714
H -4.374 -4.075 -1.580
H -5.524 -1.985 -2.536
H -7.199 -0.318 -2.747
H -6.644 1.293 -2.278
H -7.706 0.388 -1.209
H -5.618 1.163 0.337
H -4.272 1.205 2.134
H -2.601 0.862 1.792
H -3.561 -0.320 2.665
H 1.195 -2.122 0.445
H 1.238 -2.743 -1.207
H 2.241 -3.481 0.044
H 1.394 -5.677 -0.207
*
```


Density functional theory data (ωB97M-V with the def2-TZVPD basis set) for a molecular structure, C21H22N4O12V.

Output
calculated total energy = -2878.8208 Eh
HOMO energy = -2.6 eV

```
! wB97M-V def2-TZVPD RIJCOSX def2/J DEFGRID3
* xyz -1 1
O 22.189 -7.877 3.478
V 21.300 -9.154 4.021
O 21.601 -10.474 3.165
O 19.410 -8.327 3.369
C 18.731 -7.937 2.202
C 17.880 -6.643 2.278
O 17.195 -6.298 3.411
H 18.081 -8.735 1.799
H 19.386 -7.904 1.318
H 17.074 -6.731 1.523
H 18.538 -5.824 1.912
C 14.738 -9.105 1.402
N 14.664 -8.315 2.659
O 14.090 -7.253 2.613
O 15.250 -8.802 3.603
H 15.393 -8.588 0.707
H 13.705 -9.251 1.093
H 15.154 -10.083 1.630
C 18.003 -10.308 -2.228
C 17.018 -10.223 -3.182
C 16.802 -9.003 -3.816
C 17.527 -7.843 -3.489
C 18.470 -7.985 -2.466
C 18.788 -9.210 -1.901
N 17.284 -6.570 -4.150
O 16.567 -6.593 -5.124
O 17.900 -5.604 -3.749
H 18.278 -11.283 -1.842
H 16.488 -11.117 -3.479
H 16.098 -8.933 -4.635
H 19.180 -7.185 -2.292
H 19.455 -9.270 -1.051
C 22.255 -4.085 0.002
C 21.135 -4.902 -0.045
C 21.382 -6.284 0.009
C 22.687 -6.752 0.319
C 23.741 -5.844 0.367
C 23.534 -4.498 0.255
N 22.917 -8.190 0.296
O 21.983 -8.952 0.260
O 24.086 -8.520 0.115
H 22.145 -3.020 -0.181
H 20.152 -4.563 -0.334
H 20.592 -6.986 -0.212
H 24.733 -6.195 0.627
H 24.307 -3.751 0.368
C 22.914 -3.529 3.945
C 22.613 -2.522 4.820
C 21.274 -2.184 5.016
C 20.271 -2.911 4.391
C 20.580 -3.926 3.450
C 21.927 -4.185 3.213
N 18.893 -2.503 4.627
O 18.076 -3.008 3.887
O 18.629 -1.719 5.520
H 23.930 -3.852 3.748
H 23.357 -1.963 5.371
H 21.072 -1.328 5.644
H 19.776 -4.326 2.848
H 22.170 -5.103 2.694
*
```


What is the calculated total energy in the second record? -367.5229 Eh


Which formula does entry 3 have? C52H49AsN8O3RhSe


What is the calculated total energy in the second record? -367.5229 Eh